# 1
This record from the Open Molecules 2025 dataset describes a cluster of 11 separate species, C48H63F32N5O8 in total in a non-equilibrium geometry. The level of theory is ωB97M-V/def2-TZVPD.

```
156
Properties=species:S:1:pos:R:3:forces:R:3
F 7.4019 3.3752 5.2619 -0.388 0.127 0.051
C 6.5336 4.0238 6.0642 0.115 0.605 1.323
F 6.7978 5.3664 6.0067 -0.177 -0.350 -0.354
C 5.0790 3.7615 5.6618 -0.435 0.118 -1.264
F 4.2015 4.3085 6.5433 0.570 -0.339 0.147
F 4.9205 2.4007 5.6738 -0.114 0.404 0.223
C 4.8039 4.3082 4.2711 1.041 0.191 -0.724
O 3.5595 3.8660 3.7925 -0.923 -0.258 -0.366
C 2.9827 4.5918 2.7773 1.053 0.240 1.620
F 2.6316 5.8130 3.2843 -0.165 -0.388 -0.779
F 3.8747 4.8052 1.7717 -0.506 0.130 0.231
C 1.8323 3.7692 2.2212 -0.767 -1.290 -0.890
F 0.9192 3.3564 3.1680 0.542 0.991 -0.405
F 1.1887 4.4507 1.2195 0.229 -0.113 0.942
H 6.6772 3.7400 7.1141 0.107 -0.279 -0.233
H 5.6068 3.9446 3.6164 -0.161 -0.148 0.057
H 4.8960 5.3966 4.2501 -0.211 -0.026 0.386
H 2.2346 2.8390 1.7957 0.175 0.359 0.030
F -3.3392 -2.9465 -7.6407 0.125 0.108 -0.021
C -1.9885 -3.0370 -7.6652 0.665 -0.392 -0.450
F -1.5775 -3.0957 -8.9604 -0.164 0.229 0.268
C -1.3802 -1.8260 -6.9521 -0.210 0.519 1.064
F -1.6914 -0.6707 -7.5845 -0.117 -0.180 -0.164
F -0.0242 -1.9073 -6.9120 -0.093 -0.369 -0.310
C -1.9125 -1.7282 -5.5192 -0.752 0.164 -0.454
O -1.6369 -2.9699 -4.8780 0.859 0.182 0.785
C -1.5728 -2.9256 -3.4914 -0.647 -0.225 -1.803
F -0.5826 -2.1403 -3.0410 -0.055 0.149 0.149
F -2.7535 -2.4446 -3.0603 0.289 0.024 0.720
C -1.3781 -4.3876 -3.0996 -0.943 -0.690 -0.055
F -0.1800 -4.8171 -3.5503 0.117 0.175 0.540
F -1.5088 -4.5732 -1.7595 0.605 0.266 -0.116
H -1.6700 -3.9594 -7.1741 -0.119 0.054 0.031
H -2.9975 -1.6033 -5.5781 0.077 0.074 -0.003
H -1.5033 -0.8532 -5.0175 0.372 -0.060 0.024
H -2.1556 -4.9978 -3.5670 0.037 0.173 -0.094
F -1.2541 0.8416 2.5726 -0.503 0.048 -0.363
C -2.0118 1.9169 2.8596 1.027 1.501 1.064
F -2.2255 2.6654 1.7357 -0.431 -0.690 -0.076
C -3.2900 1.5066 3.5925 -0.478 -1.263 -0.276
F -3.9170 2.5828 4.1135 0.212 0.187 -0.259
F -2.8887 0.7412 4.6512 0.192 0.237 -0.080
C -4.2136 0.6721 2.7286 -0.102 -0.730 -0.887
O -5.1407 -0.0864 3.5017 -0.047 0.012 0.603
C -6.4348 0.2530 3.3251 0.894 -0.052 -0.697
F -6.5930 1.5553 3.5809 -0.633 0.761 0.414
F -6.7815 0.0916 2.0348 -0.397 -0.208 -0.503
C -7.3080 -0.5901 4.2217 -0.622 -0.279 1.535
F -8.6158 -0.3813 3.9362 0.248 -0.124 -0.340
F -7.0149 -1.9051 4.0999 -0.113 0.101 -0.485
H -1.4392 2.5760 3.5267 -0.037 -0.251 0.037
H -3.6904 -0.1090 2.1711 0.664 0.378 0.155
H -4.6890 1.2713 1.9510 -0.126 0.204 0.370
H -7.1753 -0.3446 5.2799 0.227 0.252 -0.161
F -3.9269 1.0010 -0.2152 -0.346 0.450 -0.747
C -4.4548 0.3987 -1.3154 -0.572 -2.348 -0.022
F -5.8269 0.4369 -1.2582 0.848 0.631 0.069
C -3.9762 0.9500 -2.6615 0.667 1.187 0.383
F -4.6809 0.3799 -3.6618 -0.084 0.147 0.321
F -2.6679 0.5631 -2.8268 -0.755 0.075 0.021
C -4.0514 2.4752 -2.7791 -0.891 -0.173 -0.815
O -3.1593 3.0664 -1.8561 0.097 -0.021 -0.070
C -2.9013 4.3755 -2.0723 0.971 -0.525 -0.669
F -2.4362 4.5748 -3.3426 -0.140 0.130 -0.037
F -3.9916 5.1359 -1.9362 -0.157 0.304 0.116
C -1.8038 4.7522 -1.0883 -0.246 0.013 2.228
F -0.7592 3.8937 -1.1771 0.023 0.404 -0.662
F -1.3853 6.0259 -1.2126 0.116 -0.093 -0.724
H -4.1686 -0.6654 -1.2802 -0.069 0.256 0.083
H -5.0669 2.8365 -2.5980 -0.085 -0.320 0.220
H -3.8414 2.7409 -3.8182 0.410 -0.067 0.100
H -2.1817 4.6548 -0.0622 -0.191 -0.073 -0.196
O -0.4314 1.5376 -4.6348 -1.025 -1.412 -0.433
C 0.1846 2.5321 -4.4746 0.457 1.049 -0.018
C 0.1784 3.8160 -5.2859 0.178 -0.082 0.258
C 0.8734 4.7885 -4.3437 0.122 0.485 -0.552
C 1.7592 3.8745 -3.4863 -0.930 0.972 -0.514
O 1.0180 2.6505 -3.4268 0.711 -0.021 0.590
H 0.7634 3.6896 -6.1983 -0.067 -0.242 -0.024
H -0.8409 4.0658 -5.5648 -0.013 0.044 0.009
H 1.4597 5.5292 -4.8881 0.051 -0.015 0.070
H 0.1532 5.3447 -3.7449 -0.005 -0.177 0.174
H 2.7210 3.7097 -3.9675 0.137 -0.147 0.222
H 1.8392 4.3492 -2.5130 0.329 -0.596 0.300
O 7.8874 -3.2288 1.5359 0.705 -0.340 0.547
C 7.0041 -2.7176 0.9343 -0.823 -0.237 -0.648
C 5.7379 -3.3619 0.3697 0.000 0.691 -0.933
C 5.2616 -2.2860 -0.5995 -0.783 0.112 0.306
C 5.8060 -0.9922 -0.0178 -0.848 -0.350 -0.525
O 7.0080 -1.3952 0.6363 0.331 0.581 0.075
H 5.8850 -4.2557 -0.2310 0.471 -0.355 0.641
H 5.0067 -3.5335 1.1581 0.092 -0.053 0.081
H 5.6860 -2.3984 -1.5985 -0.060 -0.339 0.042
H 4.1744 -2.2683 -0.6586 0.052 0.010 -0.174
H 5.9450 -0.3276 -0.8727 0.756 0.329 0.448
H 5.1266 -0.5009 0.6827 0.182 -0.155 0.105
C 3.5785 -0.3079 -2.9430 -0.119 0.015 0.755
C 2.5321 -0.7175 -3.9781 1.201 0.533 0.335
C 2.5009 -2.2202 -4.2300 -0.616 -0.044 0.187
C 3.8216 -2.8151 -4.4693 -0.764 0.329 -0.217
N 4.8326 -3.2967 -4.7027 0.514 -0.176 0.028
H 3.5269 0.7755 -2.8118 0.334 -0.003 -0.109
H 4.5958 -0.6458 -3.1507 -0.033 0.255 -0.435
H 3.3810 -0.7170 -1.9474 -0.311 -0.061 -0.144
H 2.8091 -0.1999 -4.9005 -0.265 -0.103 -0.124
H 1.5878 -0.2974 -3.6312 -0.289 -0.419 -0.289
H 1.8374 -2.4124 -5.0746 0.185 -0.237 -0.127
H 2.0541 -2.7489 -3.3844 0.069 0.039 0.092
C 1.0982 0.0631 4.1464 -0.401 0.104 0.538
C 2.3027 0.3139 5.0343 -0.002 0.204 0.001
C 3.6178 -0.1224 4.3780 0.048 -0.035 0.562
C 3.8973 0.6192 3.1520 -0.153 -0.523 0.818
N 4.0997 1.1825 2.1809 0.122 0.612 -0.799
H 0.9332 -0.9794 3.8682 0.402 -0.075 -0.045
H 1.1630 0.6638 3.2410 -0.127 -0.023 -0.033
H 0.2034 0.3325 4.7118 -0.079 0.240 -0.246
H 2.1785 -0.1238 6.0267 0.165 -0.553 -0.204
H 2.3717 1.3752 5.2893 0.004 0.118 -0.377
H 3.6196 -1.1837 4.1250 -0.092 -0.037 -0.005
H 4.4261 0.0507 5.0885 0.189 -0.035 -0.182
C -5.4862 -4.3659 2.5362 0.029 0.147 -0.626
C -4.1058 -3.7119 2.5231 -0.578 0.116 -0.107
C -3.3385 -3.9463 1.2075 -0.960 -0.405 0.552
C -4.0692 -3.3882 0.0795 0.375 0.195 0.245
N -4.6751 -2.9830 -0.8023 -0.311 0.256 -0.434
H -5.4335 -5.4488 2.4043 0.053 -0.032 0.292
H -6.0637 -4.0002 1.6815 -0.053 0.058 0.093
H -6.0386 -4.0966 3.4320 0.028 -0.215 0.091
H -3.5218 -4.0774 3.3676 0.188 0.094 -0.079
H -4.2627 -2.6362 2.6368 0.240 0.010 0.198
H -3.3571 -5.0222 1.0033 0.656 -0.006 0.137
H -2.3572 -3.5008 1.3037 0.153 -0.155 -0.404
C 1.4871 0.1207 0.0911 -0.552 -0.032 0.230
C 0.5620 1.2838 -0.2600 -0.475 0.155 0.659
C -0.7943 0.8100 -0.8208 0.506 -0.273 -0.539
C -1.3374 -0.3360 -0.0901 0.130 0.473 -0.063
N -1.7855 -1.2128 0.4958 -0.109 -0.435 0.133
H 2.5119 0.4184 0.3010 -0.016 0.045 -0.021
H 1.4846 -0.6810 -0.6507 0.071 0.193 -0.241
H 1.0659 -0.3350 0.9897 0.300 -0.118 0.094
H 1.0114 2.0528 -0.8835 -0.081 -0.275 -0.445
H 0.2972 1.8175 0.6607 0.248 -0.036 0.086
H -0.6993 0.4634 -1.8556 0.225 0.144 0.083
H -1.5580 1.5866 -0.8377 0.191 0.029 0.144
C -0.3468 -3.7345 3.1478 1.114 0.246 -0.505
C -0.1182 -4.7203 1.9914 -0.401 -0.704 1.221
C 0.4279 -4.0778 0.7154 -0.302 -0.818 0.360
C 1.6065 -3.2745 1.0118 0.078 -0.125 -0.250
N 2.5438 -2.6616 1.2602 0.081 0.083 0.160
H -0.6060 -2.7418 2.7683 -0.785 -0.149 0.144
H 0.6216 -3.5266 3.6167 -0.035 -0.237 0.136
H -0.9988 -4.1455 3.9113 -0.278 0.269 -0.039
H -1.0096 -5.3248 1.8047 -0.295 0.592 -0.500
H 0.5025 -5.5322 2.3887 0.652 0.349 -0.344
H -0.3331 -3.4646 0.2333 0.058 0.152 0.031
H 0.6735 -4.9029 0.0453 0.250 0.296 -0.274
```
Forces are in eV/Å.

Output
HOMO level: -9.72 eV
Maximum force: 0.0470 Eh/bohr
SMILES: FC(F)C(F)(F)COC(F)(F)C(F)F.FC(F)C(F)(F)COC(F)(F)C(F)F.FC(F)C(F)(F)COC(F)(F)C(F)F.FC(F)C(F)(F)COC(F)(F)C(F)F.O=C1CCCO1.O=C1CCCO1.CCCC#N.CCCC#N.CCCC#N.CCCC#N.CCCC#N
Orbital gap: 10.119 eV
Energy: -161589.3611 eV


# 2
This record from the Open Molecules 2025 dataset describes a cluster of 13 separate species, C48H64Br3N10O19 in total in a non-equilibrium geometry. The level of theory is ωB97M-V/def2-TZVPD.

```
144
Properties=species:S:1:pos:R:3:forces:R:3
C -3.6774 2.1759 -0.2809 -0.161 -0.393 0.945
C -2.4539 1.4109 -0.8648 -1.109 1.262 1.383
N -1.8124 0.5817 0.2276 0.566 0.668 -0.013
C -2.1190 -0.7661 0.4248 1.560 -0.185 0.467
C -1.2477 -1.2544 1.3722 1.151 1.854 0.077
N -0.4471 -0.1662 1.7873 -0.675 1.280 -1.819
C -0.8208 0.9684 1.0916 -0.595 -2.971 -0.028
C 0.7376 -0.1880 2.6687 -0.896 0.180 0.751
H -4.2104 2.8038 -0.9949 -0.232 -0.827 -0.438
H -3.5316 2.8944 0.5256 1.480 0.332 0.059
H -4.2960 1.4853 0.2922 -0.703 -0.304 -0.949
H -1.8346 2.2045 -1.2827 0.881 -0.615 0.274
H -2.7376 0.7560 -1.6887 -0.033 -0.110 0.433
H -2.7178 -1.3789 -0.2327 -0.528 0.363 0.097
H -0.9382 -2.2135 1.7604 -0.710 -0.187 -0.203
H -0.3841 1.9417 1.2597 -0.131 0.045 -0.275
H 0.6585 0.7236 3.2608 0.173 -0.023 0.151
H 1.7148 -0.2005 2.1860 -0.342 -0.181 -0.515
H 0.6265 -1.0392 3.3405 0.097 -0.021 -0.104
C -2.9698 -4.2947 1.0597 -5.309 -0.626 1.205
O -3.3695 -4.8649 2.1216 1.036 0.507 0.542
O -3.8190 -3.6573 0.3290 -1.230 1.644 -0.783
O -1.8460 -4.3871 0.5740 5.454 -0.264 -1.088
C -6.3168 4.9623 1.2916 -1.220 0.500 -0.449
Br -6.3667 4.2339 3.1562 0.187 0.742 -1.389
Br -5.9443 6.9446 1.1504 -0.366 -1.732 0.406
Br -8.0603 4.4801 0.4032 1.215 0.519 0.708
H -5.5892 4.4889 0.6323 0.112 -0.075 0.725
C 3.5140 2.6963 6.8414 -2.218 -0.610 -0.319
C 2.9936 3.2403 5.6497 1.265 0.483 1.077
C 1.6423 3.2011 5.3980 0.346 -0.822 -0.258
C 0.8282 2.5013 6.2570 -1.266 -0.604 1.715
C 1.2329 1.8596 7.4340 2.720 1.238 -0.993
C 2.6494 1.9571 7.6776 -0.642 0.262 -0.366
O 3.2228 1.3423 8.7534 -0.397 -0.315 0.433
O 1.1148 3.6998 4.2381 0.945 0.403 0.331
H 4.5354 2.8072 7.1741 0.176 0.049 -0.348
H 3.6907 3.7711 5.0183 -0.122 0.094 -0.302
H -0.2362 2.4669 6.0771 -0.096 0.048 -0.393
H 0.5131 1.3967 8.0929 0.281 -0.207 0.024
H 4.1327 1.1545 8.5114 0.104 -0.041 0.205
H 0.2314 3.3275 4.1864 -1.086 -0.018 -0.545
C 0.6300 6.0133 -6.1628 -0.443 -1.036 1.192
C 0.2979 5.1129 -5.0982 -2.594 1.857 -1.249
C -1.1153 4.8199 -4.9763 1.980 -0.053 -0.152
C -1.9767 5.1751 -6.0556 -0.484 -0.091 0.805
C -1.6456 5.9990 -7.1178 1.779 -0.292 2.605
C -0.3125 6.5040 -7.0507 -1.483 -2.121 -1.046
O 0.0206 7.1123 -8.1977 0.873 1.691 -1.190
O -1.6201 4.1957 -3.8487 -0.706 0.452 -1.483
H 1.6747 6.2562 -6.2895 0.093 0.244 -0.135
H 1.0563 4.9171 -4.3546 -0.229 -0.430 0.122
H -3.0142 4.8753 -6.0638 -0.082 -0.413 0.567
H -2.4161 6.2264 -7.8396 0.472 0.271 -0.273
H 0.8175 7.6375 -8.0945 0.180 0.019 -0.016
H -0.9222 3.7607 -3.3533 0.501 0.000 0.268
C 0.6589 -6.3288 -0.6619 0.541 0.021 0.014
C 1.1275 -7.2556 -1.5949 0.102 0.276 -0.053
C 2.0351 -6.8407 -2.5312 1.730 0.957 -1.087
C 2.6120 -5.5394 -2.5019 -1.233 -0.810 0.648
C 2.1551 -4.6307 -1.5441 0.025 -0.781 -0.420
C 1.1780 -5.0246 -0.6250 0.768 -1.156 -0.895
O 0.7809 -4.1643 0.3188 0.504 0.504 -0.213
O 2.5421 -7.6191 -3.5805 0.087 0.297 0.154
H -0.0559 -6.6365 0.0869 -0.131 0.088 0.069
H 0.8903 -8.3092 -1.5929 -0.564 -0.032 0.166
H 3.3755 -5.3294 -3.2363 0.002 0.235 -0.011
H 2.5034 -3.6097 -1.4929 0.165 -0.100 -0.075
H -0.1581 -4.3638 0.3256 -1.622 0.503 0.996
H 2.2939 -8.5465 -3.5893 -0.374 0.104 0.507
C 5.3622 -3.2031 -0.7518 -1.431 0.886 0.809
C 4.6276 -2.2273 -0.0066 0.518 -2.170 -0.805
C 5.2100 -1.6873 1.1272 -2.014 1.673 -1.085
C 6.4021 -2.0833 1.6230 0.836 -0.371 -0.002
C 7.0637 -3.0745 0.9397 0.454 -1.432 -1.289
C 6.5544 -3.6262 -0.2858 1.004 1.932 2.607
O 7.3755 -4.3556 -1.0879 0.605 -0.529 -0.283
O 4.5990 -0.5417 1.5998 -0.896 0.097 -0.067
H 5.0781 -3.6848 -1.6758 -0.808 0.314 -0.108
H 3.5795 -2.1340 -0.2500 0.047 0.802 0.000
H 6.7453 -1.4597 2.4353 0.688 -0.550 0.315
H 8.0256 -3.4866 1.2069 0.202 0.312 0.365
H 7.4727 -3.7555 -1.8310 0.387 -0.446 -0.480
H 4.8872 -0.2194 2.4569 0.347 -0.452 0.106
C 1.4594 -0.9905 -5.0374 -1.262 1.977 -0.340
C 0.4351 -0.0361 -4.9052 -0.005 -1.299 -0.483
C -0.1247 0.2024 -3.6630 -1.329 1.027 -2.035
C 0.4720 -0.2965 -2.5555 1.077 0.021 1.614
C 1.5156 -1.2220 -2.6541 0.677 1.597 -0.106
C 2.0350 -1.4844 -3.8959 -2.273 0.399 -0.401
O 3.0827 -2.2467 -3.9824 2.821 -2.224 0.109
O -1.2598 1.0191 -3.5371 0.914 -0.104 1.001
H 1.8436 -1.2416 -6.0150 0.111 0.024 -0.077
H -0.0137 0.4476 -5.7602 0.028 -0.113 -0.258
H 0.2461 0.2083 -1.6278 -0.430 -0.579 0.517
H 2.1944 -1.5505 -1.8810 -0.657 0.071 0.696
H 3.0548 -2.7561 -4.7957 0.161 -0.080 -0.100
H -1.7922 1.1756 -4.3205 0.462 -0.367 -0.439
C 2.1668 2.3274 -0.7849 -1.106 0.991 -0.608
C 2.8239 2.5314 0.4426 -0.400 -0.120 -0.655
C 2.4841 3.6020 1.2292 -1.546 1.216 -0.445
C 1.4521 4.5099 0.8207 1.082 -0.692 -0.371
C 0.8426 4.3569 -0.4110 0.163 -1.502 -0.655
C 1.1936 3.2481 -1.2464 0.555 0.009 1.870
O 0.4745 3.0960 -2.4048 -0.075 0.593 0.074
O 3.1465 3.8115 2.3882 1.110 -0.054 0.160
H 2.3002 1.4636 -1.4193 0.523 -0.223 0.124
H 3.5918 1.8794 0.8320 0.010 -0.308 -0.256
H 1.2274 5.3795 1.4205 -0.061 -0.092 0.239
H 0.0263 4.9868 -0.7323 0.050 0.259 -0.041
H 0.6556 2.3091 -2.9242 0.418 -0.478 0.223
H 2.5404 3.7958 3.1325 -0.691 0.146 0.199
C -2.5899 2.6528 4.0424 3.684 1.072 -0.774
O -1.3777 2.7162 3.8831 1.793 -0.756 -0.010
N -3.4061 2.1458 3.2421 -3.247 -4.202 -5.933
N -3.2248 3.2714 4.9361 -2.096 3.702 6.543
H -3.0305 1.6699 2.4343 -0.394 0.002 -0.027
H -4.4059 2.2570 3.3329 0.353 -0.321 -0.250
H -4.2346 3.2894 4.9371 0.447 0.072 0.438
H -2.7099 3.5600 5.7558 -0.395 0.283 -0.117
C -0.5521 -4.3179 4.0532 4.868 -4.291 2.137
O 0.0534 -4.5835 5.1194 -0.160 -0.065 -0.647
N -1.3320 -3.3165 3.9498 -3.191 4.406 0.102
N -0.4403 -4.9870 2.9178 1.135 -1.233 -0.230
H -1.4979 -2.9703 4.8840 -0.670 0.234 -0.233
H -2.0914 -3.6757 3.3890 -1.605 0.698 -0.188
H -0.9203 -4.6243 2.1065 -0.291 -0.704 -0.529
H 0.0755 -5.8551 2.8950 -0.177 0.405 -0.043
C -1.7631 -3.4191 -2.7038 0.342 1.299 -0.314
O -1.4834 -3.3273 -3.8593 1.694 0.196 -3.683
N -1.1921 -2.7272 -1.7185 0.433 0.619 0.721
N -2.8092 -4.0808 -2.2807 -2.400 -2.286 1.066
H -0.4683 -2.0477 -1.9040 -0.443 -0.582 0.380
H -1.6065 -3.0265 -0.8474 1.076 0.484 1.023
H -2.9913 -4.9889 -2.6836 -0.023 0.302 -0.154
H -2.8718 -4.0428 -1.2734 -1.038 -0.648 0.576
C -5.6291 -0.8657 -0.8998 -1.707 3.110 0.071
O -5.9220 0.2766 -1.1992 -0.439 2.101 -0.996
N -4.9156 -1.6709 -1.6015 2.839 -2.835 -2.918
N -6.0264 -1.4211 0.2101 -0.587 -1.834 2.701
H -4.6849 -1.5666 -2.5792 -0.133 0.333 0.414
H -4.6869 -2.5560 -1.1721 0.502 -0.486 -0.337
H -5.4948 -2.2735 0.3145 -0.421 -0.685 1.748
H -6.5322 -0.9558 0.9503 0.447 -0.101 -0.421
```
Forces are in eV/Å.

Output
HOMO level: -4.10 eV
Maximum force: 0.1549 Eh/bohr
Orbital gap: 4.218 eV
Energy: -314745.1225 eV
Net charge: -1


> Which value of orbital gap does entry 1 give?

10.119 eV


> Which of these has the lowest HOMO level?

C48H63F32N5O8


> Which of these has the highest HOMO level?

C48H64Br3N10O19